Record 1
42
Properties=species:S:1:pos:R:3:forces:R:3:lowdin_charge:R:1 method="wB97M-V/def2-TZVPD" total_energy_ev=-83742.175 total_charge=+3 e_above_lowest_ev=0.000
I 2.253 3.336 -3.209 -0.521 -0.647 -0.077 0.11
I 0.916 1.942 -5.130 0.307 0.303 0.549 0.14
Ce 0.534 0.676 -0.003 -0.889 -1.345 1.497 0.45
P 2.188 -1.776 -0.297 1.557 -1.228 0.805 0.73
C 3.504 -1.744 -1.545 -0.154 0.816 -0.671 -0.23
C 3.242 -2.050 1.221 -1.052 1.149 0.103 -0.22
H 3.879 -2.889 0.973 0.206 -0.105 0.046 0.06
H 2.541 -4.114 -0.371 -0.026 0.160 -0.034 0.08
H 2.615 -2.285 2.092 0.153 -0.044 -0.274 0.06
H 0.925 -3.796 0.286 0.041 0.097 -0.125 0.06
H 4.075 -0.806 -1.503 -0.018 -0.296 -0.043 0.07
H 3.827 -1.152 1.428 0.170 -0.167 0.011 0.05
C 1.644 -3.498 -0.481 -0.958 -0.084 -0.117 -0.22
H 4.161 -2.593 -1.334 -0.048 0.137 -0.044 0.08
H 1.221 -3.681 -1.468 -0.084 -0.019 0.019 0.07
H 3.086 -1.853 -2.557 0.167 0.018 0.278 0.07
P -2.234 1.735 0.254 -1.400 1.126 1.182 0.73
C -2.674 3.156 -0.783 0.708 0.128 -0.796 -0.23
C -3.805 0.828 0.201 0.124 -0.914 -0.258 -0.22
H -2.427 1.762 2.730 -0.120 0.200 -0.279 0.06
H -3.494 2.936 1.898 -0.155 0.183 0.064 0.06
H -1.743 3.283 2.090 -0.140 0.193 0.097 0.05
C -2.498 2.516 1.931 1.347 -0.864 -0.177 -0.22
H -3.818 -0.029 0.879 0.054 0.060 -0.114 0.06
H -4.574 1.536 0.522 0.145 0.008 -0.063 0.08
H -3.605 3.568 -0.381 0.139 -0.013 -0.058 0.08
H -2.839 2.844 -1.825 0.022 0.133 0.298 0.07
H -4.041 0.498 -0.810 -0.007 -0.095 0.002 0.07
H -1.888 3.923 -0.771 -0.287 -0.089 -0.004 0.07
Cl -0.650 -1.061 1.555 1.012 1.489 -1.323 0.17
S 1.791 1.914 2.035 -0.247 -0.035 -0.973 0.70
C 1.333 1.180 3.525 -0.365 -1.407 2.231 -0.72
N 0.331 1.567 4.326 1.015 0.182 -1.387 0.08
C 0.302 0.861 5.589 0.086 -0.359 0.558 -0.09
C 1.449 -0.126 5.456 0.839 -0.793 0.564 -0.07
N 1.986 0.162 4.108 -0.206 0.881 -0.514 0.08
H -0.202 2.379 4.110 -0.410 0.539 0.025 0.14
H -0.619 0.341 5.727 -0.810 -0.308 -0.142 0.13
H 0.416 1.483 6.463 0.162 0.666 0.001 0.14
H 1.112 -1.160 5.518 -0.079 -0.013 -0.239 0.13
H 2.203 -0.032 6.262 -0.165 0.257 -0.709 0.15
H 2.847 -0.222 3.743 -0.114 0.097 0.088 0.15

Record 2
11
Properties=species:S:1:pos:R:3:forces:R:3:nbo_charge:R:1 method="wB97M-V/def2-TZVPD" total_energy_ev=-7760.812 e_above_lowest_ev=5.715
N -2.460 -0.568 -1.536 1.870 0.320 0.497 -0.31
C -1.353 -0.397 -1.217 -0.750 -0.037 -0.455 0.25
C 0.142 -0.264 -1.084 -0.612 -0.479 -0.380 -0.14
C -0.608 0.256 1.117 0.342 0.026 0.714 -0.19
C 0.857 0.147 1.300 -0.520 -0.015 -0.020 -0.15
O 0.622 0.651 -0.089 -0.631 0.172 0.395 -0.44
H 0.503 0.155 -2.018 0.252 -0.206 -0.195 0.23
H 0.525 -1.274 -0.906 0.118 0.209 -0.067 0.23
H -0.880 1.283 1.380 0.006 0.049 0.213 0.14
H 1.381 0.895 1.912 0.131 -0.154 -0.655 0.19
H 1.356 -0.826 1.290 -0.205 0.115 -0.046 0.18

Record 3
13
Properties=species:S:1:pos:R:3:forces:R:3:nbo_charge:R:1 method="wB97M-V/def2-TZVPD" total_energy_ev=-6785.590 e_above_lowest_ev=2.923
C -1.829 0.144 0.040 -0.200 0.010 -0.022 -0.40
N -0.388 0.011 -0.073 0.311 -0.316 0.292 -0.35
C 0.351 -1.113 0.203 -0.194 0.831 -2.445 -0.06
C 1.746 -0.828 -0.067 -2.721 -3.310 3.962 -0.38
C 1.786 0.558 -0.251 -0.306 0.800 -0.425 -0.31
C 0.499 1.019 -0.357 -0.014 0.499 -0.026 -0.04
H -2.130 0.480 1.040 0.117 -0.050 -0.200 0.20
H -2.294 -0.827 -0.159 0.097 0.206 0.042 0.21
H -2.200 0.860 -0.700 0.098 -0.130 0.125 0.21
H -0.164 -2.073 0.345 0.452 0.541 0.184 0.22
H 1.667 -1.388 1.035 2.342 0.667 -1.489 0.27
H 2.691 1.109 -0.418 0.011 0.347 0.018 0.22
H 0.131 2.004 -0.609 0.008 -0.094 -0.015 0.21

Record 4
69
Properties=species:S:1:pos:R:3:forces:R:3:nbo_charge:R:1 method="wB97M-V/def2-TZVPD" total_energy_ev=-89605.843 total_charge=-1
C 0.506 -1.103 0.139 -0.004 -0.030 -0.011 -0.61
C 1.481 -1.414 1.272 -0.084 -0.107 0.017 -0.40
C 2.905 -1.830 0.849 0.013 0.157 0.074 -0.40
C 3.513 -1.250 -0.435 0.162 0.025 0.120 -0.42
C 4.104 0.170 -0.354 -0.107 -0.073 -0.148 -0.40
C 3.167 1.342 -0.674 0.097 0.127 0.113 -0.39
C 2.459 1.955 0.530 -0.161 -0.051 -0.084 -0.40
C 1.584 3.165 0.177 0.067 -0.088 -0.029 -0.39
C 0.416 3.351 1.155 0.062 -0.192 0.018 -0.40
C -0.825 2.517 0.776 0.010 -0.051 0.112 -0.41
C -2.161 3.264 0.896 0.046 0.009 -0.072 -0.39
C -3.282 2.707 -0.010 0.070 0.067 0.173 -0.43
C -4.393 2.016 0.781 -0.059 -0.063 -0.007 -0.39
C -3.969 0.691 1.413 0.009 0.078 0.121 -0.24
C -5.037 0.054 2.314 0.404 0.113 0.085 -0.54
C -4.942 -1.429 2.088 -0.055 0.086 -0.449 0.80
O -5.597 -2.298 2.559 -0.009 -0.204 0.212 -0.53
O -3.934 -1.691 1.190 -0.047 0.192 0.009 -0.49
C -3.462 -0.515 0.562 -0.160 -0.231 0.289 -0.14
S -3.726 -0.738 -1.250 -0.196 0.172 0.225 2.07
O -2.806 0.141 -1.904 0.089 0.011 -0.097 -0.91
O -3.766 -2.138 -1.509 0.086 -0.097 -0.044 -0.88
C -5.402 -0.118 -1.852 0.027 -0.377 0.292 0.38
F -5.435 -0.567 -3.103 -0.037 -0.266 -0.486 -0.29
F -5.419 1.208 -1.886 -0.006 0.555 -0.096 -0.30
C -6.678 -0.622 -1.115 0.045 -0.124 0.269 0.91
F -7.677 -0.769 -1.974 -0.036 0.037 -0.002 -0.29
F -6.460 -1.786 -0.500 -0.027 0.235 -0.123 -0.29
F -7.047 0.279 -0.189 0.046 -0.177 -0.067 -0.32
H 0.279 -1.993 -0.452 0.041 0.030 -0.014 0.21
H 0.887 -0.342 -0.542 -0.006 0.001 0.029 0.21
H -0.437 -0.726 0.548 0.090 -0.046 -0.007 0.17
H 1.055 -2.239 1.852 0.038 0.072 0.075 0.20
H 1.519 -0.568 1.964 0.037 0.044 -0.095 0.18
H 3.585 -1.565 1.666 -0.023 -0.140 0.018 0.20
H 2.940 -2.920 0.783 -0.038 0.022 -0.127 0.21
H 2.815 -1.310 -1.277 0.002 -0.030 0.042 0.19
H 4.350 -1.902 -0.698 -0.140 -0.003 -0.021 0.26
H 4.932 0.196 -1.066 0.006 -0.012 0.040 0.23
H 4.551 0.314 0.637 0.021 0.027 -0.035 0.19
H 3.745 2.139 -1.157 -0.018 -0.031 -0.003 0.20
H 2.420 1.027 -1.413 0.027 0.014 -0.010 0.19
H 3.211 2.245 1.272 -0.070 -0.021 0.051 0.20
H 1.822 1.204 1.006 0.070 -0.019 -0.018 0.19
H 1.195 3.013 -0.837 -0.069 0.125 0.035 0.19
H 2.194 4.072 0.138 0.037 -0.042 0.004 0.20
H 0.764 3.030 2.142 -0.028 0.226 0.062 0.20
H 0.147 4.407 1.241 -0.043 -0.020 -0.076 0.20
H -0.716 2.148 -0.248 0.011 0.065 0.004 0.21
H -0.858 1.628 1.417 -0.023 -0.075 -0.145 0.19
H -2.493 3.242 1.941 0.015 0.118 -0.005 0.19
H -1.997 4.319 0.658 0.014 -0.050 -0.027 0.20
H -3.724 3.516 -0.596 -0.028 0.003 0.060 0.21
H -2.842 2.021 -0.733 -0.095 0.067 -0.004 0.23
H -5.313 1.906 0.203 0.203 -0.035 0.038 0.22
H -4.654 2.662 1.626 -0.071 -0.010 -0.043 0.21
H -3.113 0.945 2.045 0.049 -0.163 -0.063 0.23
H -4.786 0.206 3.365 -0.232 0.139 0.023 0.25
H -6.050 0.409 2.134 0.018 -0.051 -0.019 0.25
H -2.369 -0.550 0.560 -0.061 0.021 -0.180 0.25
N 7.908 -3.973 -2.810 0.061 -0.042 0.420 -1.24
S 7.643 -2.597 -2.073 -0.046 -0.021 -0.251 2.52
O 8.511 -2.335 -0.970 0.002 0.045 0.012 -0.94
O 6.264 -2.239 -1.947 0.020 0.080 -0.018 -0.95
F 8.182 -1.662 -3.235 -0.008 -0.062 0.006 -0.51
S 7.558 -5.307 -2.049 -0.025 0.124 -0.176 2.52
O 8.092 -6.420 -2.762 0.003 0.039 -0.065 -0.94
O 6.221 -5.380 -1.551 0.015 -0.034 0.089 -0.95
F 8.449 -5.216 -0.730 0.001 -0.093 -0.020 -0.51

Record 5
91
Properties=species:S:1:pos:R:3:forces:R:3:lowdin_spin:R:1 method="wB97M-V/def2-TZVPD" s_squared=0.77 spin_multiplicity=2 total_energy_ev=-388098.844 total_charge=+1 e_above_lowest_ev=4.936
V -0.116 0.565 -0.692 3.183 -0.928 -2.806 1.06
N 0.838 -2.942 -2.682 -0.069 0.086 0.096 0.00
C 0.777 -1.739 -2.137 0.189 -0.084 -0.332 0.00
N -0.104 -1.369 -1.245 -0.632 -1.029 0.097 -0.01
C -1.150 -2.273 -0.916 -0.122 0.214 0.217 0.00
N -2.203 -1.904 -0.297 -0.309 -0.385 -0.083 0.00
N -2.242 -0.667 0.295 0.354 0.456 -0.302 0.01
C -3.654 0.370 -1.637 0.231 0.465 0.162 0.00
C -3.801 1.748 -2.224 -0.136 -0.060 0.066 0.00
C -5.024 2.254 -2.642 0.041 -0.084 -0.107 0.00
C -5.090 3.576 -3.056 -0.038 -0.069 -0.001 0.00
C -3.932 4.332 -3.079 -0.026 0.049 -0.044 0.00
C -2.747 3.728 -2.686 -0.004 -0.016 0.029 0.00
N -2.685 2.477 -2.247 0.088 -0.053 0.112 0.00
C -0.985 -3.670 -1.317 0.241 -0.118 -0.217 0.00
C -1.768 -4.696 -0.795 -0.023 0.065 -0.001 0.00
C -1.553 -6.001 -1.194 -0.082 -0.031 -0.009 0.00
C -0.574 -6.297 -2.139 0.002 0.080 -0.012 0.00
C 0.214 -5.291 -2.664 0.062 -0.004 -0.110 0.00
C 0.017 -3.987 -2.236 -0.328 -0.137 0.228 0.00
H 1.535 -3.139 -3.384 0.092 0.098 0.035 0.00
H 1.529 -1.026 -2.455 -0.037 0.008 -0.062 0.00
H -3.197 -0.359 -2.297 -0.087 -0.149 0.108 0.00
H -5.904 1.625 -2.638 -0.043 0.022 0.035 0.00
H -6.038 4.013 -3.342 0.005 -0.022 -0.066 0.00
H -3.949 5.366 -3.393 0.044 0.004 -0.002 0.00
H -1.809 4.274 -2.697 -0.047 0.024 -0.022 0.00
H -2.538 -4.443 -0.080 0.019 -0.029 0.035 0.00
H -2.150 -6.799 -0.776 -0.027 0.016 -0.004 0.00
H -0.427 -7.318 -2.463 0.025 -0.003 0.003 0.00
H 0.974 -5.513 -3.403 0.038 -0.003 0.039 0.00
Br 2.242 2.848 -6.684 -0.061 -0.012 0.117 0.00
C 2.058 2.378 -4.870 0.087 0.028 -0.032 0.00
C 3.095 2.636 -3.966 -0.014 0.005 -0.015 0.00
Br 4.647 3.535 -4.533 -0.057 -0.067 0.031 0.00
C 2.988 2.225 -2.633 0.197 0.052 0.135 0.00
Br 4.381 2.478 -1.394 -0.171 -0.018 0.034 0.00
C 1.825 1.604 -2.211 -0.199 0.163 -1.124 0.00
O 1.577 1.094 -0.998 0.268 -0.056 0.712 -0.01
C 0.759 1.394 -3.105 0.918 0.475 0.047 0.00
O -0.271 0.771 -2.556 -0.684 -0.120 0.819 -0.01
C 0.889 1.750 -4.440 -0.220 -0.094 -0.080 0.00
Br -0.529 1.313 -5.598 0.013 0.042 0.116 0.00
C 2.738 -3.665 0.178 -0.271 0.171 0.028 0.00
Sb 2.238 -1.709 1.006 0.843 -0.630 0.377 0.00
C 4.088 -0.840 0.339 -0.239 -0.008 0.028 0.00
C 3.050 -2.221 2.991 -0.385 0.044 -0.412 0.00
C 3.695 -1.033 3.602 0.071 0.316 0.236 0.00
C 5.088 -0.927 3.580 -0.077 -0.066 -0.001 0.00
C 5.741 0.169 4.108 0.061 0.081 0.008 0.00
C 5.004 1.198 4.679 0.078 0.015 -0.042 0.00
C 3.627 1.110 4.714 -0.145 -0.155 -0.016 0.00
C 2.946 0.006 4.185 0.507 -0.046 0.032 0.00
C 1.473 -0.031 4.285 -0.576 0.495 -0.751 0.00
Sb 0.367 1.134 2.719 0.439 -0.397 1.388 -0.01
C 1.147 3.071 3.239 -0.055 -0.326 -0.137 0.00
C -1.366 1.231 4.024 0.142 -0.063 -0.338 0.00
H 3.638 -4.031 0.669 0.030 0.045 0.007 0.00
H 2.932 -3.591 -0.892 0.008 -0.003 -0.014 0.00
H 1.930 -4.376 0.347 0.001 -0.014 -0.035 0.00
H 4.894 -1.553 0.506 0.003 -0.005 0.017 0.00
H 4.279 0.069 0.904 0.026 0.023 -0.028 0.00
H 4.028 -0.590 -0.719 0.017 0.015 -0.013 0.00
H 3.772 -3.013 2.804 0.003 -0.026 0.021 0.00
H 2.224 -2.621 3.577 0.047 -0.034 0.051 0.00
H 5.664 -1.742 3.157 0.013 0.013 -0.023 0.00
H 6.822 0.221 4.085 0.004 -0.020 0.003 0.00
H 5.505 2.057 5.107 -0.006 0.006 -0.001 0.00
H 3.047 1.897 5.180 0.031 0.020 0.018 0.00
H 1.123 0.501 5.168 0.025 -0.132 0.119 0.00
H 1.035 -1.026 4.250 0.024 -0.023 0.136 0.00
H 1.049 3.199 4.316 0.030 0.019 0.008 0.00
H 0.555 3.819 2.721 -0.010 0.035 -0.030 0.00
H 2.191 3.140 2.940 0.005 0.035 0.034 0.00
H -1.056 0.937 5.024 -0.008 -0.002 0.010 0.00
H -2.151 0.559 3.677 -0.020 0.020 0.012 0.00
H -1.739 2.251 4.032 -0.031 0.029 -0.014 0.00
Cl -7.297 -0.166 -0.327 -0.117 -0.021 -0.073 0.00
C -5.765 0.571 -0.107 0.172 0.377 0.275 0.00
C -4.610 -0.188 -0.603 0.124 -0.261 0.016 0.00
C -3.239 0.296 -0.164 -0.120 0.139 -0.733 0.00
C -3.204 1.596 0.551 0.090 -0.048 -0.090 0.00
C -4.338 2.291 0.783 0.472 -0.188 0.211 0.00
C -5.641 1.764 0.499 -0.313 -0.304 -0.092 0.00
C -1.909 2.263 0.834 -1.768 0.665 0.926 0.00
O -1.775 3.150 1.634 0.365 -0.203 -0.531 0.00
O -0.867 1.794 0.126 -1.367 2.406 0.303 -0.03
H -4.750 -1.260 -0.646 0.025 -0.006 -0.008 0.00
H -1.320 -0.222 0.382 -0.818 -0.762 1.296 0.01
H -4.252 3.271 1.234 0.003 0.030 -0.040 0.00
H -6.516 2.319 0.807 -0.018 -0.035 0.021 0.00

Record 6
17
Properties=species:S:1:pos:R:3:forces:R:3:lowdin_spin:R:1 method="wB97M-V/def2-TZVPD" s_squared=0.77 spin_multiplicity=2 total_energy_ev=-7303.989 e_above_lowest_ev=0.788
C 1.946 -0.985 -0.186 -1.148 -0.604 -0.741 0.00
C 1.017 -0.711 -1.402 0.987 0.388 0.906 0.00
C 0.001 0.341 -0.987 0.424 -0.502 -1.580 0.06
C -1.367 0.009 -1.074 -0.387 0.825 0.506 0.43
N -2.374 0.940 -0.793 -0.142 -0.614 0.013 0.13
N 0.508 1.514 -0.752 0.157 -0.066 -0.270 0.32
H 1.312 -1.409 0.595 0.293 0.203 0.337 0.00
H 2.358 -0.019 0.080 0.264 -0.142 0.383 0.00
H 2.696 -1.735 -0.434 0.242 0.208 0.022 0.00
H 0.591 -1.611 -1.840 -0.196 -0.025 0.166 0.00
H 1.668 -0.233 -2.134 -0.265 -0.098 -0.337 0.00
H -1.712 -0.989 -1.287 0.150 -0.224 0.126 0.02
H -2.761 0.846 0.139 -0.310 -0.109 -0.174 0.02
H -1.092 -0.239 5.845 0.059 0.037 0.013 0.00
H -2.120 1.895 -0.947 0.293 0.425 0.045 0.00
H -0.199 2.232 -0.791 -0.364 0.337 0.599 0.01
H -0.472 0.152 5.967 -0.059 -0.037 -0.014 0.00